A molecular structure, H18O9. Source: the OMol25 dataset; level of theory: ωB97M-V with the def2-TZVPD basis set.

The geometry in XYZ format:
```
27
Properties=species:S:1:pos:R:3
H -0.63793 -0.94112 -0.51670
H -1.52305 0.20208 -0.05723
H -2.20366 -2.26653 -1.87528
H -3.34460 -2.00764 -0.97170
H -0.70627 2.45619 -1.87685
H -0.02870 3.74495 -2.40682
H 1.34444 -0.88506 -0.21924
H 1.50937 -2.04961 0.83904
H 3.26596 2.16299 -0.79193
H 1.84528 1.52377 -1.38729
H -3.23856 2.90326 2.61635
H -2.62664 1.89925 1.66398
H 2.80112 0.12845 0.66825
H 1.60688 0.04293 1.60752
H -3.55214 -1.62836 0.87973
H -4.41475 -0.94112 -0.08325
H 4.03236 -2.33166 0.30726
H 4.14380 -0.75785 0.11279
O -1.27865 -0.67113 0.17564
O -3.09450 -1.89926 -1.96523
O 0.13629 2.89183 -2.10447
O 1.92690 -1.28819 0.34946
O 2.69803 1.35549 -0.84684
O -2.78300 1.98952 2.63212
O 2.58575 -0.18276 1.56361
O -3.56604 -0.87384 0.20904
O 3.59111 -1.47853 0.17308
```

Output
HOMO energy: -0.250 Ha
relative energy (zero: lowest compared OMol25 entry of this formula, charge and spin): 1232.5 kJ/mol
largest force on an atom: 15.622 eV/Å
spin multiplicity: 1
E_tot: -18709.361 eV
LUMO: -0.0069 Eh
orbital gap: 0.24322 hartree

A molecular structure, H18O9. Source: the OMol25 dataset; level of theory: ωB97M-V with the def2-TZVPD basis set.

The geometry in XYZ format:
```
27
Properties=species:S:1:pos:R:3
O -19.79505 -1.34229 -15.79772
H -20.73890 -1.27654 -15.94277
H -19.40566 -1.09935 -16.63771
O -21.22893 -1.89009 -21.06211
H -21.11063 -2.42921 -21.84415
H -20.38467 -1.93039 -20.61286
O -19.20245 -3.11745 -21.86269
H -18.86769 -2.26024 -21.59937
H -18.64235 -3.37975 -22.59325
O -20.43055 -4.23125 -20.73821
H -20.24444 -4.03158 -19.82075
H -19.74241 -3.77933 -21.22654
O -21.96016 -3.07231 -17.66007
H -21.21033 -3.31483 -18.20338
H -22.68561 -2.98339 -18.27814
O -19.70993 -2.35480 -19.27326
H -19.68328 -1.69876 -18.57675
H -19.00692 -2.09936 -19.87056
O -19.09658 -0.67921 -17.77034
H -18.17021 -0.57475 -17.98748
H -19.44082 0.21375 -17.75144
O -17.45542 -2.15726 -20.20363
H -16.76798 -1.56439 -19.90005
H -17.00510 -2.76825 -20.78684
O -17.76300 0.14167 -19.79143
H -16.83908 -0.02936 -19.97405
H -18.23681 -0.43916 -20.38672
```

Output
HOMO energy: -0.318 Ha
relative energy (zero: lowest compared OMol25 entry of this formula, charge and spin): 876.8 kJ/mol
largest force on an atom: 11.121 eV/Å
spin multiplicity: 1
E_tot: -18713.048 eV
LUMO: -0.0420 Eh
orbital gap: 0.27609 hartree

9 unconnected molecules or ions with the total composition H18O9. Source: the OMol25 dataset; level of theory: ωB97M-V with the def2-TZVPD basis set.

The geometry in XYZ format:
```
27
Properties=species:S:1:pos:R:3
O 4.32159 0.98689 -1.74005
H 3.52677 0.67923 -1.30434
H 5.01168 0.40709 -1.41782
O -2.48570 -1.99467 -3.27781
H -2.31950 -2.36261 -4.14571
H -1.88901 -2.46813 -2.69815
O -0.10553 0.38284 0.07507
H -0.28846 -0.24806 0.77131
H -0.89498 0.92192 0.02619
O 2.93076 -1.58262 6.38659
H 2.09315 -1.62325 5.92508
H 2.90286 -2.31720 6.99965
O 3.95516 -4.90426 2.97474
H 3.08887 -4.50175 2.91333
H 3.90917 -5.66274 2.39266
O 1.31131 4.09142 -3.85659
H 1.79248 3.38233 -3.43008
H 0.56201 4.25194 -3.28299
O -0.40954 -3.78301 2.79038
H -1.17257 -3.50864 3.29903
H -0.72933 -4.50389 2.24789
O -4.69014 2.30243 -1.21974
H -5.20220 1.78539 -0.59788
H -4.48869 1.69307 -1.92990
O -3.24879 6.33860 -2.48015
H -3.71680 5.54676 -2.21521
H -3.76459 6.69088 -3.20546
```

Output
HOMO energy: -0.409 Ha
relative energy (zero: lowest compared OMol25 entry of this formula, charge and spin): 302.9 kJ/mol
SMILES string: O.O.O.O.O.O.O.O.O
largest force on an atom: 0.320 eV/Å
spin multiplicity: 1
E_tot: -18718.996 eV
LUMO: -0.0019 Eh
orbital gap: 0.40722 hartree

9 unconnected molecules or ions with the total composition H18O9. Source: the OMol25 dataset; level of theory: ωB97M-V with the def2-TZVPD basis set.

The geometry in XYZ format:
```
27
Properties=species:S:1:pos:R:3
O 0.06372 1.75978 -0.52208
H 0.31888 2.64116 -0.21846
H -0.82871 1.53886 -0.23126
O -1.65103 -0.40046 0.06215
H -2.50498 -0.75212 -0.17125
H -1.40314 -0.53944 0.97877
O 1.69119 0.26773 -2.30351
H 0.99844 0.79091 -1.81185
H 1.58046 0.55539 -3.21315
O 0.10250 -0.95021 1.96844
H 0.47739 -0.77207 2.81783
H 0.26847 -1.91701 1.77370
O 1.07865 4.07782 1.00372
H 0.70052 3.52444 1.68679
H 0.71464 5.00556 0.96130
O 0.34108 -3.41719 0.92739
H 0.76202 -4.09308 1.47510
H 0.81587 -3.44198 0.08763
O -2.73301 -0.86413 -2.77883
H -1.87117 -1.00546 -2.33694
H -3.11446 -1.74868 -2.75626
O 1.00521 -2.21491 -1.29251
H 0.17595 -1.80697 -0.96476
H 1.47484 -1.42048 -1.54520
O 0.51591 1.98233 2.46276
H 1.27889 1.65142 1.92068
H -0.25813 1.54878 2.01978
```

Output
HOMO energy: -0.404 Ha
relative energy (zero: lowest compared OMol25 entry of this formula, charge and spin): 145.1 kJ/mol
SMILES string: O.O.O.O.O.O.O.O.O
largest force on an atom: 2.594 eV/Å
spin multiplicity: 1
E_tot: -18720.632 eV
LUMO: 0.0133 Eh
orbital gap: 0.41697 hartree

9 unconnected molecules or ions with the total composition H18O9. Source: the OMol25 dataset; level of theory: ωB97M-V with the def2-TZVPD basis set.

The geometry in XYZ format:
```
27
Properties=species:S:1:pos:R:3
O -0.62915 2.41265 -0.72268
H 0.09421 1.82579 -0.55603
H -0.54898 3.33418 -0.48150
O 2.03706 -2.58097 -1.96304
H 1.27997 -2.28282 -1.46301
H 1.85976 -3.16446 -2.69941
O -2.03941 1.16205 2.65448
H -1.67493 1.32887 3.52097
H -2.97058 1.33167 2.56866
O -3.22685 0.57922 -0.82554
H -2.50157 1.22038 -0.93515
H -4.04495 0.85223 -1.26749
O 4.57298 -1.13362 -0.25669
H 4.46738 -2.02723 -0.60921
H 4.21656 -0.60635 -0.98071
O 0.40097 -1.09107 0.59632
H -0.01922 -0.49198 1.21600
H 1.29789 -0.83269 0.37347
O 2.01842 2.14219 -0.98553
H 2.20237 1.22346 -0.74918
H 2.73051 2.59738 -0.52806
O -3.33356 2.86515 1.04897
H -3.55670 1.93553 1.20124
H -2.36745 2.80189 0.87538
O 0.13366 -4.41516 0.29845
H 0.32129 -4.68812 1.19165
H -0.28048 -3.55446 0.24211
```

Output
expectation value of S²: 0.760
HOMO energy (alpha / beta): -0.488 / -0.488 Ha
relative energy (zero: lowest compared OMol25 entry of this formula, charge and spin): 193.7 kJ/mol
net charge: +1
largest force on an atom: 3.407 eV/Å
spin multiplicity: 2
E_tot: -18707.999 eV
LUMO (alpha / beta): -0.1445 / -0.4105 Eh
orbital gap (alpha / beta): 0.34390 / 0.07790 hartree

A molecular structure, H18O9Sr. Source: the OMol25 dataset; level of theory: ωB97M-V with the def2-TZVPD basis set.

The geometry in XYZ format:
```
28
Properties=species:S:1:pos:R:3
Sr -0.06114 0.05647 0.03900
O 1.12965 2.21769 0.70924
H 1.66166 2.36194 -0.07332
H 1.42048 2.89074 1.32458
O 0.90134 1.52625 -2.03117
H 0.24537 1.93471 -2.59605
H 1.70171 1.52317 -2.55618
O -0.64016 -0.89691 -2.32740
H 0.24756 -1.12087 -2.60675
H -1.17569 -1.63685 -2.61364
O -2.46171 -1.37111 0.63188
H -3.31518 -1.64838 0.29879
H -2.64527 -1.02833 1.50654
O 2.45976 -0.51063 -0.52761
H 2.60791 -0.13983 -1.39755
H 3.23007 -1.05486 -0.36434
O 1.07556 -0.44006 2.19062
H 1.22108 -1.16807 2.79482
H 1.58902 0.28078 2.55529
O -1.84106 1.55560 -1.04594
H -2.24532 1.12994 -1.80200
H -1.86219 2.48914 -1.25641
O 0.41275 -2.56409 0.25293
H -0.18383 -3.25714 -0.02994
H 0.98015 -2.98473 0.89896
O -1.45056 0.32701 2.41741
H -0.77096 0.68556 2.98821
H -2.23092 0.84299 2.61996
```

Output
HOMO energy: -0.670 Ha
relative energy (zero: lowest compared OMol25 entry of this formula, charge and spin): 34.9 kJ/mol
net charge: +2
largest force on an atom: 0.970 eV/Å
spin multiplicity: 1
E_tot: -19546.175 eV
LUMO: -0.2268 Eh
orbital gap: 0.44283 hartree

A molecular structure, H18O9Xe. Source: the OMol25 dataset; level of theory: ωB97M-V with the def2-TZVPD basis set.

The geometry in XYZ format:
```
28
Properties=species:S:1:pos:R:3
Xe -0.40237 0.82595 -1.16320
O -0.18530 -3.28153 -1.31510
H -0.49020 -4.07599 -0.87680
H -0.98714 -2.81804 -1.55688
O 2.87754 3.13551 -1.68398
H 3.05644 2.21176 -1.50812
H 2.18350 3.36726 -1.06688
O -2.60434 -1.93059 -1.84741
H -2.77165 -1.51036 -2.69100
H -3.12180 -2.73544 -1.87342
O -2.66544 0.92903 1.86779
H -3.02859 0.64374 2.70622
H -1.85290 0.43137 1.77641
O 3.36649 0.44464 -0.46687
H 4.15695 -0.09191 -0.52601
H 2.65002 -0.18818 -0.41752
O -4.11236 2.02445 -0.36823
H -3.54977 1.81017 0.37595
H -4.38151 1.17508 -0.71801
O 1.87977 1.71413 1.48226
H 2.50239 1.30063 0.88426
H 1.88304 2.63779 1.23114
O 1.88846 -1.79742 -0.08821
H 1.64926 -2.06990 0.79766
H 1.13981 -2.05153 -0.62783
O -0.07350 0.00681 2.63845
H 0.47665 -0.76374 2.77926
H 0.51655 0.65632 2.25606
```

Output
HOMO energy: -0.389 Ha
relative energy (zero: lowest compared OMol25 entry of this formula, charge and spin): 0.0 kJ/mol
largest force on an atom: 1.079 eV/Å
spin multiplicity: 1
E_tot: -27682.860 eV
LUMO: -0.0027 Eh
orbital gap: 0.38603 hartree

9 unconnected molecules or ions with the total composition H19O9. Source: the OMol25 dataset; level of theory: ωB97M-V with the def2-TZVPD basis set.

The geometry in XYZ format:
```
28
Properties=species:S:1:pos:R:3
O -1.89056 1.61928 4.04310
H 0.39344 1.35553 -0.65256
H -0.30107 -0.95549 -2.43388
O 1.32724 0.28279 -2.64566
H 0.52302 4.30052 -0.77807
O -1.66516 -0.00481 -2.75636
H 1.87883 0.73224 -3.31098
H -2.42554 -0.42583 -2.32252
O 2.06874 -0.12806 1.20199
H 2.49222 -0.50846 1.99115
H 1.19954 0.03561 1.57588
O -0.10299 -1.99743 -2.49678
H 0.87042 -2.09472 -2.69847
H -0.02632 -2.12094 -1.48769
O 0.57193 3.68847 -0.02319
H -1.27456 0.63828 -2.07184
H 0.81349 4.16882 0.78108
O -0.39748 -1.01377 2.81212
H -0.96673 1.49637 3.74497
H -0.78074 -1.10729 3.71073
O -0.41981 0.84404 -0.69305
H -0.69512 0.45929 0.14618
H -0.77853 -1.78957 2.37616
O -0.20572 -2.92781 0.00394
H 0.21197 -3.76555 -0.25741
H 0.37844 -2.59473 0.70411
H -2.34557 1.06774 3.37328
H 1.54661 0.74546 -1.83621
```

Output
expectation value of S²: 0.757
HOMO energy (alpha / beta): -0.649 / -0.648 Ha
relative energy (zero: lowest compared OMol25 entry of this formula, charge and spin): 94.5 kJ/mol
net charge: +2
largest force on an atom: 2.833 eV/Å
spin multiplicity: 2
E_tot: -18714.294 eV
LUMO (alpha / beta): -0.2572 / -0.5528 Eh
orbital gap (alpha / beta): 0.39185 / 0.09480 hartree